{
  "formula": "C4H7N3OS",
  "method": "ωB97M-V with the def2-TZVPD basis set",
  "gap_ev": 8.50,
  "max_force_ev_per_a": 3.2,
  "total_energy_ev": -21608.3725,
  "de_lowest_kj_mol": 622.8,
  "charge": 0,
  "e_lumo_ev": 0.3,
  "elements": ["C", "C", "C", "C", "N", "N", "N", "O", "S", "H", "H", "H", "H", "H", "H", "H"],
  "xyz": [[2.012, 0.877, -0.174], [0.123, -0.371, -0.150], [0.088, 1.869, 0.904], [-1.883, -2.193, -0.203], [2.536, -0.118, -0.764], [2.986, -1.051, -1.240], [0.632, 0.773, 0.147], [-1.914, 0.264, -1.308], [-1.725, -0.417, 0.037], [2.755, 1.573, 0.292], [-0.533, 1.302, 1.662], [0.935, 2.495, 1.360], [-0.557, 2.610, 0.388], [-0.975, -2.517, 0.314], [-1.650, -2.358, -1.312], [-2.830, -2.739, 0.048]],
  "nbo_charge": [-0.1022, -0.0909, -0.4434, -0.8487, 0.0535, 0.0439, -0.4019, -0.9726, 1.0976, 0.2338, 0.2242, 0.2161, 0.2406, 0.2460, 0.2583, 0.2457]
}


{
  "formula": "C4H7N3S",
  "method": "ωB97M-V with the def2-TZVPD basis set",
  "gap_ev": [8.06, 8.06],
  "max_force_ev_per_a": 4.8,
  "total_energy_ev": -19562.8361,
  "de_lowest_kj_mol": 476.8,
  "charge": 0,
  "e_lumo_ev": [0.1, 0.1],
  "elements": ["C", "C", "C", "C", "N", "N", "N", "S", "H", "H", "H", "H", "H", "H", "H"],
  "xyz": [[-1.064, -1.558, 0.246], [-0.411, -2.535, 0.996], [-0.042, -0.567, -0.062], [0.824, 2.412, -0.014], [0.850, -2.158, 1.219], [-1.466, 0.827, -1.665], [1.033, -0.932, 0.637], [0.040, 0.640, -1.314], [-2.148, -1.406, -0.102], [-0.776, -3.499, 1.394], [0.570, 2.232, 0.962], [0.391, 3.191, -0.468], [1.878, 2.364, -0.195], [-1.630, 1.522, -2.367], [1.949, -0.531, 0.734]],
  "nbo_charge": [-0.3075, -0.0647, -0.1083, -0.6706, -0.2654, -1.1022, -0.3350, 1.0017, 0.2648, 0.2274, 0.1945, 0.1894, 0.1870, 0.3681, 0.4207]
}